# 1
Below is a structure of composition C33H29NO7P2RuS4, with properties calculated with ωB97M-V/def2-TZVPD.

Geometry as ORCA input:
```
! wB97M-V def2-TZVPD RIJCOSX def2/J DEFGRID3
* xyz -1 2
Ru -1.99 -0.14 -0.46
S -1.26 -0.88 -2.61
P 0.48 -0.87 -1.58
C -0.13 -0.64 0.00
P 0.55 -0.72 1.59
S -0.62 -1.36 3.03
C 1.31 0.88 2.02
C 1.89 1.04 3.28
C 2.55 2.21 3.61
C 2.64 3.24 2.67
C 2.05 3.09 1.43
C 1.39 1.91 1.10
C 2.05 -1.78 1.50
C 2.00 -3.10 1.93
C 3.10 -3.93 1.78
C 4.26 -3.45 1.20
C 4.33 -2.12 0.80
C 3.23 -1.29 0.97
C 1.45 -2.36 -1.96
C 2.32 -2.44 -3.04
C 2.94 -3.65 -3.35
C 2.68 -4.77 -2.58
C 1.80 -4.70 -1.51
C 1.18 -3.50 -1.21
C 1.55 0.52 -2.12
C 0.94 1.70 -2.54
C 1.69 2.84 -2.75
C 3.07 2.82 -2.54
C 3.68 1.65 -2.14
C 2.93 0.50 -1.93
H 1.80 0.24 4.01
H 2.99 2.33 4.59
H 3.15 4.16 2.93
H 2.09 3.90 0.70
H 0.92 1.81 0.13
H 1.08 -3.46 2.39
H 3.05 -4.96 2.11
H 5.12 -4.10 1.07
H 5.25 -1.73 0.37
H 3.30 -0.24 0.70
H 2.52 -1.57 -3.65
H 3.61 -3.70 -4.19
H 3.17 -5.71 -2.82
H 1.59 -5.58 -0.91
H 0.47 -3.43 -0.39
H -0.13 1.72 -2.69
H 1.21 3.75 -3.07
H 3.65 3.72 -2.70
H 4.76 1.62 -1.98
H 3.42 -0.41 -1.62
O -6.38 0.90 -1.35
S -5.21 0.97 -0.51
O -4.02 0.39 -1.16
O -5.40 0.51 0.85
C -4.86 2.73 -0.35
C -5.90 3.58 -0.71
C -5.79 4.95 -0.57
C -4.62 5.50 -0.06
C -3.57 4.66 0.30
C -3.68 3.29 0.15
S -2.19 2.38 0.58
O -1.36 3.32 1.27
O -2.54 1.16 1.31
O -1.64 1.91 -0.74
H -6.80 3.13 -1.10
H -6.61 5.59 -0.85
H -4.52 6.57 0.07
H -2.65 5.07 0.70
C -2.87 -3.88 1.44
C -3.12 -2.47 0.97
N -3.93 -1.72 1.68
O -2.55 -2.10 -0.08
H -3.63 -4.23 2.13
H -1.90 -3.87 1.93
H -2.82 -4.53 0.57
H -4.29 -2.06 2.56
H -4.20 -0.77 1.40
*
```

Output
**<S²>**: 0.76
**HOMO-LUMO gap (spin up / spin down)**: 6.9 / 7.6 eV
**HOMO level (spin up / spin down)**: -0.1634 / -0.1870 Eh

---

# 2
Below is a structure of composition C35H53Br2F3N4O6S, with properties calculated with ωB97M-V/def2-TZVPD.

Geometry as ORCA input:
```
! wB97M-V def2-TZVPD RIJCOSX def2/J DEFGRID3
* xyz 0 1
C 4.81 -3.89 1.80
C 4.08 -4.74 0.81
O 3.32 -5.63 1.10
O 4.37 -4.48 -0.50
C 4.06 -3.14 -0.93
C 3.72 -3.17 -2.40
C 2.92 -1.94 -2.88
C 3.14 -0.65 -2.09
C 2.11 0.44 -2.48
C 1.16 0.88 -1.39
C 0.87 2.18 -1.09
C 1.51 3.31 -1.86
C 2.29 4.38 -1.09
C 3.65 4.02 -0.55
F 4.14 5.13 0.09
Br 3.52 2.65 0.82
C 4.71 3.70 -1.69
F 5.84 4.38 -1.45
F 4.22 4.14 -2.86
Br 5.21 1.85 -1.92
C -0.13 2.49 -0.08
C -0.55 3.88 0.23
C -1.29 4.63 -0.67
C -1.74 5.90 -0.32
C -1.47 6.41 0.94
C -0.72 5.67 1.84
C -0.26 4.41 1.48
C -0.77 1.53 0.63
C -0.46 0.18 0.37
N -0.99 -0.89 0.97
S -0.29 -2.17 0.29
N 0.67 -1.45 -0.76
C 0.50 -0.14 -0.63
H 4.39 -2.88 1.82
H 5.85 -3.79 1.50
H 4.72 -4.32 2.79
H 4.90 -2.47 -0.71
H 3.20 -2.78 -0.37
H 4.62 -3.32 -3.00
H 3.11 -4.06 -2.55
H 1.87 -2.20 -2.94
H 3.23 -1.72 -3.90
H 4.14 -0.28 -2.35
H 3.10 -0.78 -1.02
H 2.65 1.30 -2.88
H 1.50 0.03 -3.29
H 0.71 3.84 -2.38
H 2.15 2.92 -2.64
H 1.74 4.78 -0.25
H 2.47 5.22 -1.77
H -1.54 4.22 -1.64
H -2.32 6.47 -1.02
H -1.85 7.37 1.23
H -0.50 6.03 2.83
H 0.32 3.82 2.18
H -1.51 1.80 1.38
C -6.53 4.18 6.44
O -5.28 4.81 6.59
C -4.43 4.22 7.57
C -3.24 3.53 6.94
N -3.65 2.33 6.22
C -2.60 1.73 5.40
C -2.00 2.55 4.27
O -2.89 2.80 3.19
C -3.76 3.89 3.35
H -7.14 4.82 5.81
H -6.46 3.19 5.97
H -7.04 4.06 7.41
H -5.00 3.53 8.21
H -4.07 5.04 8.21
H -2.54 3.25 7.74
H -2.74 4.27 6.30
H -4.44 2.55 5.63
H -3.02 0.82 4.97
H -1.79 1.41 6.07
H -1.18 1.96 3.84
H -1.56 3.49 4.62
H -3.30 4.70 3.93
H -4.71 3.60 3.83
H -3.99 4.27 2.36
C 0.55 -7.87 -5.79
O -0.80 -7.45 -5.67
C -1.44 -7.86 -4.47
C -1.70 -6.70 -3.54
N -0.46 -6.17 -2.99
C -0.59 -4.91 -2.26
C -1.09 -3.69 -3.02
O -0.20 -3.19 -4.00
C -0.25 -3.84 -5.26
H 0.86 -7.65 -6.81
H 1.22 -7.35 -5.11
H 0.64 -8.95 -5.62
H -0.85 -8.64 -3.96
H -2.40 -8.30 -4.75
H -2.33 -7.04 -2.72
H -2.27 -5.95 -4.11
H 0.21 -6.05 -3.74
H 0.41 -4.67 -1.87
H -1.23 -5.08 -1.39
H -1.19 -2.88 -2.29
H -2.09 -3.84 -3.45
H -1.26 -4.17 -5.50
H 0.43 -4.69 -5.31
H 0.07 -3.11 -6.00
*
```

Output
**HOMO-LUMO gap**: 8.1 eV
**HOMO level**: -0.3155 Eh

---

Across the entries above, calculated total energy takes the values -115020.6457 -214470.1702 eV, respectively.